Computed, not measured: 2 unconnected molecules or ions with the total composition C4H9NO2, with ωB97M-V/def2-TZVPD.

Element x y z (Å)
O  1.0168  -0.1847  -1.2766
O  -2.4771  -1.8010  0.2825
N  -0.5739  -2.3346  -0.8659
C  0.0565  0.2802  -0.6901
C  1.2059  2.0632  0.6971
C  -0.5503  -0.3710  0.5306
C  -1.3211  -1.5800  -0.0192
H  0.3126  -1.9680  -1.1962
H  1.4731  1.2818  -0.0021
H  0.2303  -0.7158  1.2217
H  1.5042  1.7156  1.6827
H  -0.4868  1.1538  -1.0918
H  0.1411  2.3168  0.7144
H  -1.0424  -3.0458  -1.4020
H  -1.2543  0.2693  1.0700
H  1.7654  2.9203  0.3449

Atoms 1-2, force components in eV/Å:
-0.7 0.1 -0.1
0.3 0.0 -0.1

Properties
Highest occupied orbital energy = -10.0 eV
Relative energy (zero: lowest compared OMol25 entry of this formula, charge and spin) = 1.630 eV
Charge = 0
LUMO = 0.0174 Ha
Structure (SMILES) = NC(=O)CC=O.C
Max |F| = 0.73 eV/Å
HOMO-LUMO gap = 10.48 eV